ORCA calculation (ωB97M-V/def2-TZVPD) on 13 unconnected molecules or ions with the total composition C4H33NO16 at a distorted geometry.

The calculation puts the total energy at -1430.89884 hartree. As for the energy above the lowest of the compared OMol25 structures with the same formula, charge and spin: 0.000 eV. The value obtained for the orbital gap is 10.243 eV. The highest occupied orbital energy comes out at -10.03 eV. Its charge is 0.

Last column: Mulliken charge in e.
Positions of all 54 atoms, in Å:
C: 1.5294 -1.7660 -1.9198  -0.298
N: 1.4234 -0.9741 -0.7097  -0.370
C: -0.4582 0.3888 0.1981  -0.720
C: 0.4140 0.0802 -0.9947  0.771
C: -0.3865 -0.5285 -2.1896  0.631
O: -1.7232 -0.8061 -2.0421  -0.519
O: -0.1549 0.3296 -3.2829  -0.545
O: 0.2148 -1.7793 -2.4641  -0.670
H: 1.8806 -2.7786 -1.8321  0.477
H: 1.1539 -1.5183 0.1079  0.259
H: -1.0954 -0.4586 0.5383  0.221
H: -1.1215 1.2308 0.0577  0.355
H: 0.1440 0.6095 1.0919  -0.135
H: 1.0060 0.9540 -1.2808  0.051
H: -2.2223 0.0384 -1.8755  0.345
H: -2.4590 -1.2753 3.1130  0.432
H: -3.1347 -1.5216 1.6586  0.409
O: -2.6442 -1.9267 2.4049  -0.791
H: -0.2633 -3.1873 0.9509  0.349
H: -1.1101 -2.2719 1.8778  0.263
O: -0.1695 -2.4649 1.6043  -0.755
H: -2.3718 2.0748 -1.4176  0.424
H: -3.8268 1.7971 -1.9192  0.229
O: -3.1275 1.4078 -1.3844  -0.646
H: 3.1447 0.4995 1.5230  0.335
H: 4.2118 1.3884 0.9177  0.362
O: 3.7559 1.2148 1.7628  -0.758
H: -0.5531 -0.0253 -4.0895  0.387
H: 5.1827 -0.1706 -2.3986  0.294
O: 4.4559 0.4184 -2.1671  -0.707
H: 0.4787 -1.3781 2.7842  0.500
H: 1.2676 -1.0579 4.0574  0.259
O: 0.7261 -0.6333 3.3806  -0.609
H: 2.5478 2.3492 2.1964  0.456
H: 1.2252 2.1502 2.9674  0.264
O: 1.7261 2.8175 2.4755  -0.769
H: -1.4296 -4.2518 -0.9092  0.291
H: -0.5607 -3.0987 -1.4434  0.399
O: -0.5670 -3.8410 -0.7932  -0.709
H: -0.4925 2.4045 -2.3043  0.327
H: -0.4859 3.3063 -1.0482  0.432
O: -1.0685 2.9876 -1.7882  -0.775
H: -0.8188 -0.1427 3.9012  0.428
H: -1.9512 0.9320 3.7352  0.305
O: -1.7783 0.0436 4.0628  -0.753
H: 0.9152 3.3546 1.0833  0.417
H: 0.6238 4.7203 0.4474  0.254
O: 0.5444 3.7800 0.2583  -0.651
H: -3.2878 -1.2477 -0.4872  0.375
H: -3.5278 0.1879 -0.1978  0.376
O: -3.7149 -0.7035 0.1889  -0.760
H: 1.8976 -0.3879 -3.2825  0.440
H: 3.6599 -0.1596 -2.2759  0.482
O: 2.3753 -1.1108 -2.8479  -0.659

Forces on the atoms, in the same order (eV/Å):
-0.5 1.9 0.0
0.1 -0.3 0.2
-0.3 -0.7 1.4
0.3 -0.9 0.4
0.3 -0.1 -0.6
0.0 0.4 0.2
0.1 0.6 -0.2
-0.3 -0.2 0.0
0.1 -0.3 0.4
-0.2 -0.2 -0.2
0.5 0.4 -0.7
0.1 0.2 -0.2
0.1 0.1 -0.4
-0.5 0.1 -0.4
0.2 -0.4 -0.2
-0.4 0.2 -0.4
0.2 0.4 0.6
0.1 -0.5 -0.1
0.2 0.3 0.1
0.1 -0.2 0.0
-0.2 -0.3 0.0
-0.3 -0.1 -0.1
-0.1 -0.1 0.0
0.4 0.6 -0.2
0.2 0.0 0.1
-0.1 0.0 0.4
0.1 -0.3 -0.8
-0.1 -0.2 0.2
0.0 0.2 0.0
-0.3 -0.4 0.1
0.1 0.1 -0.2
0.0 0.2 0.0
0.3 -0.3 0.0
-0.1 0.1 0.2
0.2 0.2 -0.1
-0.2 -0.3 0.1
0.0 -0.1 0.1
0.0 -0.5 0.4
-0.2 0.3 -0.5
-0.1 0.1 -0.1
-0.3 -0.1 -0.2
0.5 0.0 0.3
-0.5 0.2 0.1
0.0 -0.1 0.0
0.3 0.1 0.2
-0.2 0.1 -0.5
0.0 0.0 -0.2
0.2 -0.1 0.5
-0.1 -0.3 0.2
-0.4 -0.5 0.7
0.2 0.4 -0.7
-0.2 -0.1 0.1
0.7 0.4 0.1
0.0 -0.5 -0.1



ORCA calculation (ωB97M-V/def2-TZVPD) on 13 unconnected molecules or ions with the total composition C4H34N2O14 at a distorted geometry.

The calculation puts the total energy at -1335.27072 hartree. The spin multiplicity is 2. As for the energy above the lowest of the compared OMol25 structures with the same formula, charge and spin: 1.395 eV. The value obtained for the orbital gap (alpha / beta) is 10.083 / 4.303 eV. The expectation value of S² is 0.760. The highest occupied orbital energy (alpha / beta) comes out at -12.98 / -12.89 eV. Its charge is +1.

Last column: Mulliken charge in e.
Positions of all 54 atoms, in Å:
O: 0.7366 -0.6326 0.9435  -0.595
C: 0.8642 -0.0041 -0.0327  0.601
N: -0.0173 -0.0623 -1.0721  0.067
C: -1.2090 -1.0021 -1.0465  -0.645
N: -2.5218 -0.2873 -1.0194  -0.056
C: 2.0263 0.8872 -0.2684  -0.630
C: 3.1513 0.4622 0.7544  -0.325
O: 3.7405 -0.7508 0.5097  -0.579
H: -0.3467 0.7542 -1.6347  0.273
H: -1.0704 -1.6629 -0.1693  0.338
H: -1.0894 -1.4707 -2.0375  0.421
H: -2.7109 0.2030 -0.1315  0.216
H: -2.7318 0.4021 -1.7930  0.372
H: 2.7057 0.8906 -1.3190  0.190
H: 1.5561 1.9632 -0.2950  0.457
H: 2.7702 0.6238 1.8019  0.342
H: 4.0340 1.3053 0.5830  0.309
H: 3.1793 -1.4950 0.9183  0.427
H: -2.6867 3.9034 -0.0987  0.267
H: -3.0053 2.4487 -0.4045  0.348
O: -2.7215 3.2197 -0.7966  -0.564
H: -2.5302 -2.4750 2.6757  0.489
H: -1.6576 -1.2038 2.4852  0.183
O: -1.6979 -2.0421 2.9848  -0.679
H: -0.4143 2.4031 2.7738  0.272
H: -1.4000 3.5222 2.8669  0.277
O: -1.2768 2.6592 2.4458  -0.573
H: 3.2500 -3.2721 2.3593  0.281
H: 2.0327 -3.3021 1.5149  0.391
O: 3.0026 -2.9831 1.5140  -0.675
H: -1.9754 2.9020 -2.8259  0.248
H: -1.7543 1.7800 -3.9215  0.222
O: -1.7822 2.0187 -3.0515  -0.516
H: -0.4283 0.7466 -4.9411  0.339
H: 0.7449 0.9636 -4.2798  0.310
O: 0.1271 1.5529 -4.7598  -0.602
H: 3.0397 -0.8710 -1.2512  0.326
H: 4.1645 -1.8730 -1.6747  0.259
O: 3.4839 -1.2896 -1.9863  -0.707
H: -4.1467 -2.8774 0.7900  0.326
H: -3.1120 -1.7513 1.1126  0.296
O: -3.7668 -2.3489 1.4834  -0.689
H: -3.9625 1.1531 1.9810  0.265
H: -2.7336 2.0136 1.5376  0.317
O: -3.3238 1.2456 1.3402  -0.632
H: 2.0622 -0.5884 -3.6355  0.318
H: 3.1842 0.3591 -3.6832  0.286
O: 2.2680 0.2436 -4.0075  -0.689
H: 0.7683 0.3392 2.4513  0.300
H: 0.9870 0.6273 4.0227  0.280
O: 0.9383 0.9827 3.1353  -0.699
H: 0.5831 -2.0672 2.0128  0.616
H: 0.0301 -3.2922 2.8816  0.281
O: 0.6425 -2.9709 2.2571  -0.655

Forces on the atoms, in the same order (eV/Å):
-1.0 -2.4 3.2
1.0 2.4 -3.5
-4.0 0.6 -1.0
0.3 -0.2 -1.3
2.5 1.4 0.1
2.4 1.6 -2.2
1.8 4.6 0.8
-1.4 -0.7 0.5
1.4 -0.1 0.2
-0.3 0.1 -0.6
-0.6 -0.4 0.8
-0.4 -0.2 0.4
0.2 -1.0 0.1
-2.7 -0.3 2.3
1.3 -1.7 0.6
0.5 -0.4 -1.0
-2.2 -2.0 0.6
1.2 0.5 -0.1
-0.1 -0.6 -0.6
-1.3 -2.4 1.5
1.3 3.3 -1.0
0.7 0.3 0.5
0.0 -0.4 0.6
-0.6 0.4 -0.3
0.7 -0.8 0.1
-0.2 -0.1 -0.2
-0.5 1.1 0.0
1.0 -0.4 1.9
1.6 0.6 0.1
-2.0 -0.4 -2.1
-0.5 1.6 -0.1
0.4 0.2 -3.6
-0.3 -2.1 4.6
0.0 1.4 -0.9
1.2 1.4 0.0
-1.1 -2.7 0.0
0.8 -0.6 0.5
0.3 -0.2 0.7
-0.9 0.2 -2.0
-0.2 -0.3 -0.5
-0.3 -0.2 -0.4
-0.2 0.4 0.4
-2.2 -0.2 2.4
-0.3 -0.9 0.7
2.8 0.5 -3.0
-0.2 -1.8 0.6
-0.6 0.1 -0.4
1.1 1.1 0.0
0.1 -0.8 0.4
-0.1 -0.5 -0.1
-0.1 1.6 0.2
-0.8 1.0 0.3
-1.4 0.3 0.9
1.7 -1.7 -1.1



ORCA calculation (ωB97M-V/def2-TZVPD) on 14 unconnected molecules or ions with the total composition C4H34N2O15 at a distorted geometry.

The calculation puts the total energy at -1411.02161 hartree. As for the energy above the lowest of the compared OMol25 structures with the same formula, charge and spin: 0.271 eV. The value obtained for the orbital gap is 10.594 eV. The highest occupied orbital energy comes out at -10.45 eV. Its charge is 0.

Last column: Mulliken charge in e.
Positions of all 55 atoms, in Å:
O: -0.1147 -0.2278 2.2430  -0.976
C: -0.1990 -0.3372 1.0243  0.728
N: 0.9626 -0.6280 0.3056  0.662
C: 2.1418 -1.0887 0.9760  0.223
N: 3.2836 -0.6673 0.3491  -0.350
O: 2.1129 -1.8537 1.9030  -0.571
C: -1.4273 -0.2647 0.2051  1.746
C: -2.6222 -1.0316 0.7531  -1.807
H: 0.9143 -0.6662 -0.7061  0.198
H: 4.1376 -0.7821 0.8636  0.280
H: 3.2496 0.1520 -0.2405  0.129
H: -1.7191 0.7990 0.2422  -1.234
H: -1.3137 -0.4497 -0.8586  0.400
H: -3.4992 -0.6533 0.2310  0.459
H: -2.5530 -2.1171 0.6699  0.328
H: -2.8502 -0.8489 1.8053  0.387
H: -0.2713 -2.3342 -2.4498  0.389
H: -0.1918 -3.4971 -3.4350  0.272
O: -0.7058 -2.7105 -3.2406  -0.694
H: 1.0458 1.0611 2.7747  0.336
H: 1.9970 2.1961 2.2786  0.402
O: 1.2101 2.0159 2.8368  -0.776
H: -3.4294 2.8440 -0.4685  0.244
H: -2.4142 2.4163 0.7221  0.397
O: -2.6748 2.2993 -0.2240  -0.643
H: -0.1103 -3.7066 -0.0742  0.391
H: 0.6582 -4.6871 -1.0244  0.260
O: 0.4044 -3.7601 -0.9165  -0.596
H: -1.1637 -3.4041 2.1226  0.332
H: 0.2502 -3.8691 2.1720  0.332
O: -0.5524 -4.0058 1.6616  -0.680
H: 1.9940 2.1366 -0.2041  0.272
H: 3.4377 2.7730 -0.0312  0.292
O: 2.6445 2.4735 0.4262  -0.619
H: -1.2909 -1.6455 3.0566  0.134
H: -1.7105 -1.7006 4.4599  0.308
O: -1.4978 -2.3142 3.7408  -0.724
H: -1.1767 2.4684 -1.6246  0.358
H: -0.0923 3.0097 -0.7946  0.386
O: -0.2098 2.5682 -1.6924  -0.758
H: -1.2839 1.5863 2.5102  0.377
H: -1.6284 3.0656 2.5045  0.322
O: -2.0393 2.1981 2.3811  -0.802
H: -1.6565 0.0823 -4.5422  0.315
H: -0.9364 -1.2597 -4.5112  0.374
O: -0.8068 -0.3294 -4.7490  -0.722
H: 0.5680 2.8922 1.5434  0.384
H: 0.8804 4.0872 0.5681  0.317
O: 0.1896 3.5127 0.8851  -0.761
H: 3.2043 1.0772 -3.6044  0.289
H: 2.4230 0.8837 -2.3508  0.426
O: 3.3349 1.0951 -2.6463  -0.658
H: 0.2115 -0.0031 -3.3143  0.328
H: 0.2299 0.9832 -2.0575  0.362
O: 0.6556 0.1663 -2.4547  -0.766

Forces on the atoms, in the same order (eV/Å):
-1.1 0.4 0.1
2.3 -1.8 -1.3
-0.8 0.5 1.1
0.3 -0.1 -0.9
-0.3 0.2 0.1
0.0 0.1 0.3
-1.0 1.1 0.5
-0.4 0.0 0.4
0.0 0.0 -0.2
0.1 -0.3 0.0
0.0 -0.2 0.0
0.3 -0.8 -0.1
0.5 -0.3 0.0
-0.1 -0.3 -0.2
0.1 0.0 -0.4
0.3 0.3 0.0
-0.2 -0.5 -0.4
0.0 -0.1 0.1
0.0 0.7 0.0
0.0 -0.1 0.0
-0.2 -0.4 0.5
0.6 0.4 -0.3
0.1 0.1 0.5
-0.6 0.2 -0.2
-0.1 0.4 -0.6
0.5 -0.4 -0.4
-0.2 0.3 0.2
-0.1 0.0 0.3
0.0 -0.6 -0.1
0.4 0.0 0.0
-0.4 0.5 0.1
0.3 0.2 -0.2
-0.2 -0.2 -0.3
0.2 0.0 0.3
0.3 -0.3 0.2
0.0 -0.5 0.2
-0.1 1.1 -0.2
0.0 -0.1 -0.2
0.2 -0.7 -0.9
-0.4 0.7 1.3
-0.5 0.1 0.0
0.0 0.0 0.1
0.7 0.0 0.2
0.2 0.0 -0.2
0.1 -0.4 0.2
-0.3 0.3 0.0
0.0 0.2 0.1
0.6 0.2 0.3
-1.1 0.1 -0.3
0.3 0.1 0.2
0.3 -0.1 -0.4
-0.6 0.1 0.2
0.1 0.2 0.1
0.4 -0.5 -0.7
-0.3 0.3 0.7



ORCA calculation (ωB97M-V/def2-TZVPD) on 12 unconnected molecules or ions with the total composition C4H34NO13 at a distorted geometry.

The calculation puts the total energy at -1205.47507 hartree. As for the energy above the lowest of the compared OMol25 structures with the same formula, charge and spin: 0.000 eV. The value obtained for the orbital gap is 10.704 eV. The highest occupied orbital energy comes out at -13.34 eV. Its charge is +1.

Last column: Mulliken charge in e.
Positions of all 52 atoms, in Å:
O: 2.5644 0.0178 -0.7281  -0.652
C: 2.2574 -1.0170 -1.6310  -0.146
C: 0.8041 -1.4830 -1.3768  -0.609
N: -0.2481 -0.7890 -2.1487  0.172
C: -0.4250 0.6913 -1.8610  -1.022
C: -0.9957 0.9847 -0.5030  0.202
H: 2.9714 -1.7800 -1.3143  0.402
H: 0.7850 -2.5609 -1.5254  0.432
H: 0.5731 -1.4238 -0.3138  0.175
H: -1.1759 -1.3273 -2.1100  0.357
H: -0.0074 -0.9001 -3.1445  0.476
H: -1.0329 1.0295 -2.7075  0.483
H: 0.5024 1.2682 -1.9468  0.327
H: -0.6809 0.1777 0.1777  0.028
H: -2.0752 0.9678 -0.3898  0.514
H: -0.6319 1.9185 -0.0606  -0.364
H: 3.1117 -0.2431 -3.2113  0.391
H: 3.1663 2.8203 -0.2750  0.259
O: 2.2722 -0.6344 -2.9635  -0.536
H: 1.7311 3.6104 2.5659  0.303
H: 1.0427 3.3502 1.3035  0.356
O: 0.8355 3.6735 2.1968  -0.656
H: 2.9500 -3.8842 0.2049  0.283
H: 2.1994 -3.1380 1.2806  0.262
O: 2.1107 -3.4187 0.3631  -0.535
H: -3.3465 -1.6456 -1.7010  0.464
H: -2.2725 -2.4872 -0.9142  0.305
O: -2.5210 -2.2374 -1.8267  -0.839
H: 3.7393 -0.7036 2.0838  0.261
H: 3.0822 -0.7688 0.6718  0.474
O: 3.1701 -1.2455 1.5365  -0.706
H: -0.8781 1.6762 3.4098  0.257
H: -0.4008 2.2398 2.0528  0.382
O: -0.9735 1.5649 2.4627  -0.592
H: -4.2805 0.5695 1.7458  0.359
H: -3.4703 -0.6345 1.7309  0.324
O: -4.3660 -0.3572 1.4536  -0.709
H: -0.9302 -3.7246 1.7020  0.306
H: -0.2450 -2.4289 1.6798  0.302
O: -0.9443 -2.9035 1.1676  -0.544
H: 1.8916 0.6805 -0.4959  0.346
H: 2.0302 3.5861 -0.9695  0.277
O: 2.2060 2.8183 -0.3964  -0.523
H: 1.6995 -1.3197 2.2528  0.335
H: 0.5055 -0.7176 2.9573  0.284
O: 0.8054 -1.5638 2.6114  -0.680
H: -5.1319 -0.0964 -1.3783  0.297
H: -4.0936 -0.4649 -0.2086  0.388
O: -4.2374 -0.4256 -1.1844  -0.693
H: -1.3470 4.2361 -0.8693  0.271
H: -1.4437 4.4066 0.6077  0.305
O: -0.8519 4.0360 -0.0630  -0.555

Forces on the atoms, in the same order (eV/Å):
1.0 0.9 0.4
-2.0 0.4 0.7
0.5 -1.1 0.9
0.7 0.2 -1.0
-0.4 0.4 -0.9
0.0 -0.9 1.3
-0.2 -0.2 -0.7
-0.4 0.0 -0.5
0.0 0.2 -0.1
-0.1 0.2 0.7
0.2 0.3 0.3
-0.2 0.1 0.4
0.2 -0.8 -0.3
0.1 0.3 0.0
-0.2 0.1 -0.5
-0.1 -0.3 -0.5
0.3 0.0 0.0
-0.2 0.0 -0.1
0.1 0.1 -0.1
-0.4 0.2 0.5
-0.3 0.4 -0.3
1.0 -0.4 -0.4
-0.4 0.1 0.0
0.0 0.0 0.0
0.5 -0.5 -0.2
1.1 -0.7 -0.3
-0.2 -0.2 -0.4
-0.3 0.7 0.7
0.3 0.1 0.2
0.0 -0.2 0.5
0.3 0.4 -0.3
0.1 0.3 0.1
-0.2 -0.1 0.8
-0.1 -0.4 -0.5
-0.6 -0.2 -0.2
-0.4 -0.6 0.0
1.4 0.7 0.7
-0.5 0.3 -0.8
-0.4 0.4 -0.4
0.3 -0.6 0.8
0.0 -0.3 -0.6
0.0 -0.3 0.3
0.0 0.4 -0.2
-0.3 -0.5 0.1
-0.5 0.0 0.1
0.7 0.7 0.1
0.5 -0.3 0.4
-0.9 0.3 -0.3
-0.1 0.3 -0.4
0.2 -0.1 -0.1
0.4 -0.1 0.2
-0.6 0.5 -0.2



ORCA calculation (ωB97M-V/def2-TZVPD) on 13 unconnected molecules or ions with the total composition C4H35N2O12S at a distorted geometry.

The calculation puts the total energy at -1583.88079 hartree. As for the energy above the lowest of the compared OMol25 structures with the same formula, charge and spin: 6.859 eV. The value obtained for the orbital gap is 6.578 eV. The highest occupied orbital energy comes out at -4.13 eV. Its charge is -1.

Last column: Mulliken charge in e.
Positions of all 54 atoms, in Å:
C: -1.1473 0.5298 0.0481  -0.924
N: -0.5513 1.6069 0.9294  0.255
C: -1.5730 2.4606 1.5094  -0.535
N: -2.2911 1.8201 2.6519  -0.702
C: -0.2598 -0.6886 -0.4553  2.083
C: -0.5044 -1.1875 -1.8557  -1.512
S: -2.3603 -1.1148 -2.4049  -0.426
H: -1.9353 0.0121 0.5807  0.354
H: -1.4383 1.2197 -0.8700  0.261
H: 0.0408 1.2684 1.7084  0.101
H: -2.2109 2.8064 0.6303  0.384
H: -1.2085 3.3814 1.9097  0.312
H: -1.5661 1.7528 3.3933  0.294
H: -2.5320 0.8224 2.5319  0.310
H: -0.3875 -1.4492 0.3689  -0.851
H: 0.7377 -0.5355 -0.5200  -0.123
H: 0.0596 -0.6512 -2.6136  0.299
H: -0.1424 -2.2338 -1.9215  0.230
H: 2.3768 1.6787 1.5243  0.255
H: 2.9977 2.2726 2.5991  0.400
O: 2.9405 2.3717 1.6336  -0.635
H: 2.4591 0.3699 2.6398  0.318
H: 1.6391 -0.0786 3.8612  0.313
O: 2.0790 0.6041 3.4658  -0.726
H: 2.4398 0.2759 0.2230  0.196
H: 2.1570 -1.2561 0.4523  0.224
O: 2.2233 -0.4752 0.8544  -0.558
H: 4.5407 1.0632 -0.5659  0.274
H: 3.4061 1.2138 -1.6435  0.388
O: 4.3195 0.8612 -1.4425  -0.664
H: -0.7019 3.4033 -1.3843  0.251
H: 0.1900 4.4093 -1.4544  0.312
O: -0.6912 4.2099 -1.1952  -0.564
H: 2.7626 -2.6251 -0.4424  0.214
H: 1.6735 -3.2264 0.1602  0.367
O: 1.8694 -2.6270 -0.5910  -0.621
H: 1.1559 -0.9677 2.2213  0.462
H: 1.2857 -2.4167 2.3607  0.322
O: 0.9769 -1.6576 2.9151  -0.821
H: 1.2979 1.6358 -0.3877  0.316
H: 0.8991 1.3041 -1.7394  0.229
O: 1.7022 1.2820 -1.2001  -0.776
H: -0.6560 -3.8179 0.2608  0.515
H: -0.3971 -2.9590 1.4092  0.332
O: -0.0649 -3.7299 1.0064  -0.778
H: -3.7124 -1.5171 0.4431  0.285
H: -4.0381 -0.1070 -0.1905  0.287
O: -4.1236 -0.7144 0.5342  -0.644
H: -2.0336 -2.6874 -0.7181  0.058
H: -1.4969 -3.7441 -1.6548  0.516
O: -1.9471 -3.7002 -0.6956  -0.834
H: -0.8871 2.2188 -3.9609  0.241
H: -0.7193 0.9082 -3.7831  0.283
O: -0.2200 1.7526 -3.7225  -0.544

Forces on the atoms, in the same order (eV/Å):
1.2 1.5 -1.7
1.6 -0.7 0.1
-1.3 -1.1 -0.9
0.7 -0.2 0.5
-2.6 0.3 1.5
-2.5 -1.0 -0.8
1.5 0.0 0.2
-0.8 0.6 -0.5
-0.3 -2.0 1.6
-0.6 -0.2 -0.6
0.2 -0.8 1.3
0.8 0.5 0.2
-0.7 0.3 -0.4
-0.1 0.8 -0.7
0.0 0.5 -1.3
2.4 1.0 0.5
0.3 0.3 0.2
-0.2 0.7 0.0
-2.9 -2.7 -1.3
0.4 0.7 -0.1
2.5 2.6 1.2
0.4 -1.4 -0.7
-1.5 -3.1 1.2
1.4 4.5 0.2
-0.4 -2.1 0.4
-0.6 -4.6 -3.3
1.9 7.2 3.3
0.2 0.7 1.9
1.3 -0.4 0.7
-1.1 -0.3 -2.5
-0.9 -11.2 -2.3
1.2 1.0 -0.2
-0.3 10.3 2.4
4.3 0.3 -0.6
-1.5 -0.1 -0.5
-2.3 -1.1 0.7
-0.4 -0.4 0.8
-0.5 0.3 1.2
0.4 -0.6 -2.0
0.0 0.4 0.2
0.2 -0.3 -0.8
-0.7 1.0 0.1
-1.0 -0.5 -1.1
-0.6 1.4 1.2
2.1 -1.4 0.9
1.6 -2.6 -1.4
0.7 -0.5 -0.9
-2.5 2.9 2.3
-0.5 -1.2 -0.3
-1.8 -0.1 2.9
1.5 1.1 -3.3
-6.6 6.1 -2.4
0.8 -0.4 0.5
5.6 -5.8 2.3